Entry 1:
Below is a cluster of 7 separate species, C36H58BN10O10 in total at a distorted geometry, with properties calculated with wB97M-V/def2-TZVPD.

```
115
Properties=species:S:1:pos:R:3:forces:R:3:lowdin_charge:R:1
O 1.489011 -1.550342 3.526158 -0.855 0.238 0.395 0.145
C 1.181812 -1.215952 2.422434 0.557 -0.908 -1.016 -0.335
O -0.032546 -1.076737 1.868842 0.325 0.246 0.791 0.215
B 0.123408 -0.742377 0.447826 -0.093 0.067 -0.313 -0.945
O 1.553383 -0.760665 0.205699 1.349 -0.076 -0.412 0.225
C 2.240004 -1.069197 1.275637 -0.897 0.710 0.731 -0.364
O 3.427248 -1.134819 1.421714 -0.019 -0.148 -0.094 0.136
O -0.371202 0.575349 0.014861 -0.853 0.221 -0.083 0.216
C -1.066098 0.431057 -1.125071 1.422 -0.070 -0.106 -0.345
O -1.380857 1.319105 -1.863495 -0.636 -0.038 0.329 0.124
C -1.137936 -1.092043 -1.399639 -1.576 -0.337 -1.068 -0.398
O -0.549074 -1.702115 -0.422311 0.700 -0.599 1.322 0.236
O -1.711077 -1.650351 -2.294041 0.107 0.680 -0.121 0.164
C 0.777930 3.211352 -2.838305 -0.214 -0.787 0.505 -0.065
C 2.207236 3.549018 -2.502424 0.789 1.021 -0.404 -0.156
N 2.943163 2.559636 -1.673970 -1.273 0.047 -0.811 -0.034
C 3.119195 2.699060 -0.321594 1.010 -1.394 0.305 0.013
C 3.801817 1.569431 0.084587 0.442 0.881 -0.336 -0.005
N 4.081048 0.825127 -1.037611 -1.799 0.425 -0.726 -0.058
C 3.422713 1.376330 -2.076254 1.455 0.366 0.824 0.015
C 4.918633 -0.354960 -1.140779 0.330 -0.582 -0.343 0.016
H 0.102854 3.191109 -1.984187 0.162 0.106 0.112 0.057
H 0.781506 2.187223 -3.217761 -0.250 0.032 -0.207 0.062
H 0.349288 3.866315 -3.594891 0.277 0.098 -0.030 0.092
H 2.371955 4.507566 -2.008177 -0.455 -0.093 0.368 0.127
H 2.727687 3.750080 -3.441558 0.377 -0.675 0.035 0.131
H 2.877450 3.595116 0.221632 -0.231 -0.070 -0.062 0.137
H 4.217372 1.281110 1.034964 -0.101 0.119 0.002 0.133
H 3.486291 0.976264 -3.075232 -0.218 0.163 -0.072 0.171
H 4.401704 -1.250827 -0.804408 0.336 0.433 0.695 0.064
H 5.848423 -0.121832 -0.628012 -0.040 -0.373 0.132 0.115
H 5.134908 -0.588516 -2.183515 0.036 0.445 -0.100 0.115
C 5.764885 -1.100412 4.135114 -1.674 -1.690 0.680 -0.038
C 4.352393 -1.683561 4.485068 0.651 1.373 -0.725 -0.171
N 4.127303 -2.044636 5.879927 -1.169 0.201 0.514 -0.038
C 2.933652 -2.590713 6.321813 0.822 -0.705 1.056 0.020
C 3.062163 -2.723130 7.688537 -0.195 -0.511 -0.657 0.002
N 4.274200 -2.197592 8.058895 0.294 1.591 -0.912 -0.075
C 4.852094 -1.735404 6.937227 0.850 -0.210 0.049 -0.017
C 4.766637 -1.960999 9.435920 -0.421 -1.769 0.076 0.040
H 6.522275 -1.759476 4.557810 0.322 0.317 -0.021 0.082
H 5.793114 -0.081781 4.509369 0.498 0.066 -0.274 0.082
H 5.782099 -1.219723 3.054836 0.365 0.593 -0.046 0.073
H 4.058480 -2.508418 3.842424 0.201 -0.193 0.206 0.127
H 3.653244 -0.879232 4.267597 -0.201 -0.196 -0.028 0.106
H 2.191529 -2.920458 5.616497 -0.092 0.024 0.134 0.125
H 2.506433 -3.295726 8.412793 -0.390 0.309 -0.108 0.140
H 5.780994 -1.200322 6.822924 0.073 -0.090 0.475 0.167
H 3.921978 -2.090858 10.109848 -0.111 0.503 -0.085 0.101
H 5.278838 -1.019979 9.596881 -0.084 0.042 -0.356 0.106
H 5.384265 -2.828177 9.669866 0.480 0.349 0.081 0.107
C -5.881256 -2.517172 4.546857 -0.580 -1.634 1.018 -0.070
C -5.598428 -2.255389 3.084827 -0.654 -0.031 1.218 -0.167
N -4.399231 -2.928045 2.647551 2.386 -1.068 -0.030 -0.039
C -3.117138 -2.391888 2.605321 -0.574 0.871 -0.358 0.016
C -2.268923 -3.320990 2.101407 0.203 0.125 0.708 0.011
N -2.985970 -4.481375 2.014230 -0.898 -0.185 -0.291 -0.078
C -4.245405 -4.224188 2.340556 -1.018 0.314 -0.062 -0.008
C -2.513646 -5.820792 1.687504 0.965 -0.240 -0.006 0.034
H -6.162447 -3.570063 4.667909 0.115 -0.090 -0.123 0.082
H -6.777085 -2.027207 4.926992 0.205 0.527 -0.253 0.091
H -5.065063 -2.408646 5.261126 0.181 0.574 -0.319 0.087
H -5.490666 -1.176666 2.993212 0.011 -0.136 -0.854 0.131
H -6.419097 -2.712252 2.534231 -0.064 0.681 -0.365 0.137
H -2.962852 -1.381280 2.944748 0.198 0.027 -0.319 0.141
H -1.228254 -3.255206 1.837895 -0.028 -0.010 0.117 0.131
H -5.048158 -4.944621 2.338968 0.064 -0.041 -0.059 0.179
H -2.302865 -6.364696 2.607221 -0.277 -0.057 0.004 0.110
H -1.556300 -5.741999 1.174832 -0.135 0.133 -0.166 0.107
H -3.207099 -6.362330 1.050988 -0.131 0.140 0.095 0.110
C -2.470526 3.844328 0.978893 -0.164 -0.148 0.097 -0.057
C -3.162152 3.784063 -0.412552 1.869 0.198 0.819 -0.137
N -3.820855 5.036289 -0.787650 -1.133 0.214 -0.601 -0.044
C -3.735928 6.255142 -0.151854 -0.486 -0.407 0.095 0.020
C -4.707203 7.044266 -0.697661 0.598 0.639 0.234 -0.001
N -5.292837 6.366332 -1.724121 0.112 -1.696 0.721 -0.084
C -4.739428 5.135494 -1.752809 -0.609 0.448 0.086 0.004
C -6.462820 6.855482 -2.463550 0.919 1.460 -0.260 0.036
H -1.876061 2.934533 1.063580 0.108 0.048 -0.064 0.071
H -3.106354 3.867004 1.866268 -0.606 -0.187 -0.402 0.086
H -1.811805 4.690944 1.176465 0.230 -0.023 -0.682 0.072
H -3.806323 2.909484 -0.448043 -0.487 0.374 -0.116 0.132
H -2.380611 3.624119 -1.155587 0.012 -0.196 0.028 0.107
H -3.009850 6.356154 0.633704 -0.265 0.471 0.096 0.128
H -5.050164 8.039845 -0.467529 0.301 0.031 0.112 0.148
H -5.043835 4.337597 -2.409391 0.022 0.009 -0.003 0.171
H -6.141988 7.840992 -2.811041 -0.038 -0.198 -0.619 0.108
H -7.291693 7.147301 -1.821442 -0.136 -0.974 0.215 0.112
H -6.677670 6.208110 -3.305231 -0.271 -0.030 0.165 0.107
C 1.670471 0.960380 -7.399240 -0.762 0.645 -0.367 -0.056
C 1.458393 0.458277 -5.968912 0.838 -0.539 -1.156 -0.163
N 0.093914 -0.036152 -5.805821 -0.030 -0.687 0.732 -0.036
C -1.065158 0.701185 -5.708802 -0.389 -0.360 -0.624 -0.022
C -2.105178 -0.189648 -5.683793 0.708 0.191 0.706 -0.005
N -1.537181 -1.455155 -5.658162 0.286 1.305 0.576 -0.078
C -0.205596 -1.341531 -5.711627 -1.366 0.524 -0.641 0.003
C -2.196315 -2.699216 -5.306310 0.042 -0.629 -0.981 0.008
H 2.597063 1.496216 -7.598882 0.272 -0.332 0.417 0.082
H 0.899958 1.702536 -7.630160 -0.094 -0.006 0.011 0.072
H 1.552278 0.182379 -8.152292 0.125 -0.197 0.204 0.089
H 1.742324 1.240338 -5.267832 -0.481 -0.004 0.316 0.100
H 2.086189 -0.417380 -5.801559 0.087 0.062 0.259 0.120
H -0.984941 1.774220 -5.714861 -0.393 0.003 -0.076 0.125
H -3.162318 -0.073575 -5.524409 0.026 0.187 -0.163 0.127
H 0.471788 -2.180974 -5.583316 0.359 0.210 -0.225 0.096
H -1.448023 -3.282549 -4.775400 -0.301 -0.227 0.056 0.103
H -2.482308 -3.178370 -6.243682 0.092 -0.313 0.137 0.104
H -3.109420 -2.588862 -4.729511 0.261 0.476 0.254 0.095
C 2.383654 -2.243806 -2.353245 -1.227 1.308 0.558 -0.020
C 2.602676 -2.625568 -3.803795 2.257 -2.091 -0.270 -0.718
O 3.741645 -3.087394 -4.050947 -0.709 0.893 0.221 -0.027
O 1.656567 -2.563135 -4.633564 -0.057 0.338 0.795 -0.104
H 1.837725 -1.287845 -2.314463 0.094 0.155 -0.120 0.058
H 3.285329 -2.101719 -1.760847 -0.145 -0.534 -0.473 0.035
H 1.690625 -2.874245 -1.789855 0.178 -0.466 -0.326 0.085
```
Positions in Å, forces in eV/Å.

Output
Energy relative to the best compared isomer or geometry (same formula, charge and spin) = 0.958 eV
Total charge = +3



Entry 2:
Below is a cluster of 7 separate species, C36H58BN10O10 in total at a distorted geometry, with properties calculated with wB97M-V/def2-TZVPD.

```
115
Properties=species:S:1:pos:R:3:forces:R:3:lowdin_charge:R:1
O -2.307410 22.004630 7.751870 -4.409 -2.369 1.109 0.104
C -3.451070 21.548270 8.003190 2.709 1.105 -1.351 -0.259
O -3.896580 20.245930 7.837540 1.111 1.341 0.611 0.146
B -5.307480 20.104470 8.293690 0.052 -1.169 -0.815 -0.889
O -5.599150 21.450870 8.711800 -2.563 0.532 1.144 0.190
C -4.706850 22.378980 8.534240 1.716 3.226 1.175 -0.319
O -4.785900 23.588520 8.864550 0.170 -4.715 -1.464 0.118
O -5.591520 19.001980 9.318250 -0.724 0.557 -1.249 0.139
C -6.598040 18.185780 8.806310 2.500 0.545 0.470 -0.393
O -7.049060 17.254880 9.361340 -0.838 -0.883 1.238 0.184
C -6.889380 18.556540 7.386050 -0.591 1.668 -1.252 -0.361
O -6.185340 19.705730 7.159450 -0.545 -0.934 -0.389 0.187
O -7.687840 18.014840 6.657070 1.213 1.025 0.893 0.150
C -3.113750 18.826440 11.730960 -1.158 -1.596 0.451 -0.069
C -2.361470 19.059790 10.454390 1.194 0.772 1.144 -0.107
N -0.886110 18.632300 10.708960 1.983 0.028 0.634 -0.002
C 0.242630 19.409100 10.509600 2.102 -0.683 -0.167 -0.003
C 1.399930 18.676900 10.921170 -1.095 1.858 -0.625 -0.004
N 1.001900 17.501100 11.421780 -5.051 -0.608 -0.318 -0.073
C -0.396810 17.529560 11.324190 0.203 -1.082 -0.155 -0.001
C 1.737830 16.408030 12.074500 0.636 0.335 1.414 0.030
H -4.107370 19.272270 11.776380 0.035 0.036 -0.734 0.062
H -2.713340 19.087570 12.710550 0.862 0.134 -0.441 0.100
H -3.265590 17.748350 11.678340 -0.426 -0.190 0.867 0.084
H -2.425900 20.131190 10.264510 0.960 -0.096 -0.537 0.125
H -2.784520 18.507100 9.615540 0.254 0.019 0.131 0.111
H 0.216150 20.361770 10.001550 -0.088 -0.100 0.283 0.111
H 2.458700 18.879540 10.987030 -0.143 0.624 -0.411 0.149
H -1.053260 16.744880 11.670240 0.309 -0.131 0.032 0.158
H 2.494560 15.887000 11.487990 -0.353 0.374 -0.483 0.113
H 1.097840 15.678630 12.570970 -0.479 0.135 -0.651 0.107
H 2.233610 16.862950 12.932030 0.339 0.086 -0.125 0.110
C 1.073700 20.682950 7.582190 -0.589 -0.784 -0.171 -0.040
C 1.048560 19.158060 7.174390 1.810 1.865 0.354 -0.156
N -0.171080 18.889430 6.517580 -4.126 -2.864 -0.051 -0.077
C -0.574340 19.375800 5.318450 1.397 1.376 -0.970 -0.025
C -1.803850 18.946530 4.951990 0.127 -1.008 2.119 0.042
N -2.222270 18.128100 6.022530 2.564 0.174 0.070 -0.061
C -1.161980 18.037500 6.948900 -1.342 1.975 -2.345 0.057
C -3.500070 17.371290 6.016590 0.716 0.577 1.363 0.025
H 1.113370 21.275720 6.668330 0.190 0.036 0.084 0.083
H 1.871000 21.004290 8.252380 0.183 -0.380 -0.199 0.087
H 0.119500 20.938560 8.042920 -0.065 0.041 -0.004 0.042
H 1.196560 18.444500 7.984960 -0.068 0.189 -0.023 0.112
H 1.825410 19.020820 6.422210 0.250 -0.276 0.261 0.137
H 0.155870 20.007840 4.835020 -0.438 0.093 -0.432 0.149
H -2.399750 19.119540 4.068040 0.058 -0.037 0.210 0.148
H -1.124660 17.527210 7.900010 -0.285 -0.148 -0.263 0.145
H -4.244200 17.871980 5.397170 0.415 -0.251 -0.352 0.111
H -3.845770 17.531010 7.037910 -0.346 -0.672 0.025 0.084
H -3.280910 16.327220 5.792990 -0.490 0.148 -0.107 0.113
C -7.752150 24.678350 10.616910 -0.702 -1.648 1.112 -0.018
C -7.706480 23.123390 10.958210 1.795 1.781 -0.843 -0.160
N -8.820360 22.373790 10.418730 -0.937 -0.278 -2.494 -0.055
C -9.984470 22.013660 11.056220 0.257 -1.095 -0.931 0.012
C -10.661340 21.185280 10.171890 -0.165 0.116 0.722 -0.013
N -9.973560 21.095820 8.983960 1.811 1.997 1.687 -0.063
C -8.879280 21.948470 9.128870 -0.988 -2.123 0.461 0.059
C -10.371280 20.217350 7.883380 -0.183 0.986 -1.460 -0.006
H -7.882850 24.862520 9.550560 0.063 -0.145 0.100 0.082
H -6.844880 25.162680 10.978000 -0.094 -0.120 -0.073 0.088
H -8.614330 25.030330 11.183340 0.049 0.595 -0.233 0.075
H -7.554400 22.900640 12.014310 -0.621 0.225 0.065 0.127
H -6.798390 22.741530 10.491670 -0.144 -0.215 -0.187 0.094
H -10.098030 22.356870 12.073920 -0.520 -0.314 -0.108 0.143
H -11.572310 20.610990 10.253860 0.001 0.261 0.352 0.137
H -8.166540 22.093770 8.330570 0.249 0.110 0.330 0.166
H -11.227670 20.671250 7.384700 -0.508 -0.188 0.460 0.101
H -10.566400 19.177380 8.145060 0.155 0.283 0.534 0.105
H -9.679290 20.239390 7.041510 0.733 -0.069 0.530 0.100
C -10.408130 15.929190 6.134870 -0.626 0.002 0.016 -0.053
C -10.102030 16.561710 4.710210 1.515 -2.640 1.444 -0.134
N -10.970560 17.602650 4.255150 -2.877 0.214 -1.858 -0.041
C -11.485910 18.563060 5.061030 -0.220 1.952 0.007 -0.039
C -12.251690 19.446090 4.331360 0.688 -1.419 -1.773 0.042
N -12.247270 18.918960 2.992980 0.727 -1.606 2.682 -0.092
C -11.594750 17.726980 3.026630 0.863 1.783 1.444 0.059
C -13.008030 19.348430 1.847980 -1.312 0.680 -0.082 0.002
H -11.473250 15.812150 6.334680 -0.312 0.488 -0.208 0.069
H -9.945060 16.375740 7.014790 0.033 1.016 -0.346 0.051
H -10.072330 14.913480 6.343830 0.586 -0.209 -1.384 0.075
H -10.103520 15.766640 3.964590 -0.076 -0.033 0.076 0.135
H -9.072180 16.918340 4.728370 -0.069 0.166 -0.036 0.116
H -11.216180 18.604650 6.105980 -0.060 -0.126 -0.278 0.100
H -12.789510 20.358610 4.542200 0.138 -0.195 0.150 0.129
H -11.618390 17.050400 2.185150 0.532 -0.129 0.186 0.175
H -12.449080 19.969160 1.147720 0.281 -0.532 -0.044 0.111
H -13.826340 19.985780 2.183010 0.035 -0.017 0.207 0.104
H -13.505700 18.474380 1.427900 0.363 0.154 -0.433 0.112
C -7.262410 19.348350 12.105650 0.203 -0.190 0.705 -0.043
C -7.307490 18.306460 13.263580 -0.108 -0.358 -0.886 -0.108
N -8.645170 17.629520 13.313820 -3.792 -2.189 1.747 -0.010
C -9.867590 18.192810 13.687560 -0.365 4.677 -0.274 -0.051
C -10.990890 17.425960 13.666530 3.495 -1.899 0.290 0.047
N -10.389590 16.196400 13.498260 4.469 2.121 -1.941 -0.143
C -9.006440 16.292410 13.260260 -1.241 2.258 -0.011 0.082
C -11.096320 15.043250 13.305910 -1.807 -2.859 -0.195 -0.030
H -6.248380 19.655870 11.850170 0.136 -0.297 0.314 0.057
H -7.747740 20.268090 12.432190 -0.357 -0.090 -0.161 0.061
H -7.664570 18.965090 11.167840 -0.275 -0.082 0.292 0.065
H -7.047560 18.725840 14.235510 -0.521 0.197 -0.005 0.132
H -6.589300 17.494720 13.147950 -0.058 -0.007 -0.416 0.123
H -9.929890 19.249740 13.900640 0.396 0.106 -0.092 0.128
H -12.058380 17.369600 13.820420 0.158 1.010 0.192 0.153
H -8.246490 15.595960 12.938020 -0.670 -0.749 0.183 0.168
H -10.953510 14.532410 14.258150 -0.275 -1.346 -0.675 0.130
H -10.832540 14.609480 12.341360 0.460 -0.864 0.573 0.124
H -12.163000 15.209740 13.155710 0.000 0.436 0.438 0.114
C -6.088090 14.988500 6.456610 -0.372 -0.076 0.227 -0.060
C -6.720920 13.827930 5.708850 -0.106 -2.891 -0.882 -0.782
O -7.832270 13.970300 5.123690 0.213 1.058 0.549 -0.101
O -6.032910 12.763550 5.711020 -0.472 1.335 0.194 -0.088
H -5.321770 14.544890 7.092270 0.277 0.387 -0.147 0.064
H -6.838800 15.488430 7.068650 0.014 0.291 -0.094 0.043
H -5.726000 15.625200 5.649390 0.288 0.412 0.280 0.056
```
Positions in Å, forces in eV/Å.

Output
Energy relative to the best compared isomer or geometry (same formula, charge and spin) = 7.088 eV
Total charge = +3



no.,orbital gap (Ha),highest occupied orbital energy (eV),calculated total energy (eV)
1,0.24057,-12.1,-74307.6443
2,0.15975,-10.7,-74301.5138